This record from the OMol25 dataset describes one molecule with the formula C4H8NO3 in a non-equilibrium geometry. The level of theory is ωB97M-V/def2-TZVPD.

Computed properties:
calculated total energy: -11907.74891 eV
HOMO level (alpha / beta): -0.3667 / -0.3660 Eh
net charge: 0
expectation value of S²: 0.75
E_LUMO (alpha / beta): 0.68 / -2.83 eV
largest force on an atom: 4.290 eV/A
multiplicity: 2

Each line ends with the natural charge from an NBO analysis.
Positions of all 16 atoms, in Å:
1 O -0.9319 0.8482 -0.7479  -0.66
2 C -0.0926 0.4277 0.0463  0.67
3 N 1.2266 0.3988 -0.2201  -0.66
4 C 2.0845 0.2675 -1.5596  0.02
5 O 3.1601 -0.4095 -1.2692  -0.23
6 C -0.5451 -0.0788 1.4082  -0.53
7 C -1.7383 -0.9909 1.3248  -0.06
8 O -2.9242 -0.3426 0.8987  -0.72
9 H 1.8199 0.1280 0.5478  0.39
10 H 2.3089 1.3373 -1.6736  0.26
11 H 1.3781 -0.1900 -2.2563  0.24
12 H 0.2692 -0.5797 1.9433  0.21
13 H -0.6879 0.7677 2.0849  0.24
14 H -1.4896 -1.8143 0.6376  0.15
15 H -2.0033 -1.4746 2.2647  0.19
16 H -2.6662 0.1805 0.1258  0.49